# 1
Computed, not measured: a structure of composition C33H28F5MgN8O2 at a distorted geometry, with wB97M-V/def2-TZVPD.

```
! RIJCOSX wB97M-V def2-TZVPD def2/J DEFGRID3
* xyz -1 1
Mg -0.0189 -0.1253 0.3638
C 5.1100 0.1004 -3.7961
C 4.3153 -0.1524 -2.5381
C 4.6368 0.4627 -1.3298
C 3.8580 0.2677 -0.2055
C 2.7239 -0.5585 -0.2129
N 1.9058 -0.7238 0.9089
C 2.4643 -1.1695 2.0654
C 3.7301 -1.8066 2.1370
C 4.2502 -2.3109 3.3132
C 3.5502 -2.2439 4.5146
C 4.0888 -2.8354 5.7951
C 2.3003 -1.6473 4.4680
C 1.7727 -1.1077 3.3028
N 0.4952 -0.4683 3.4131
C 0.1022 0.3011 4.4497
C -1.2369 0.5684 4.2889
C -1.5709 -0.0632 3.0857
N -0.5270 -0.6972 2.5545
C 2.4143 -1.1727 -1.4386
C 3.1954 -0.9631 -2.5696
N 1.2893 -2.0538 -1.5445
C 1.1577 -3.1047 -2.3837
C -0.0732 -3.6692 -2.1535
C -0.6415 -2.8780 -1.1444
N 0.1853 -1.9124 -0.7755
H 6.0680 0.5671 -3.5658
H 4.5654 0.7665 -4.4703
H 5.3017 -0.8280 -4.3369
H 5.4974 1.1231 -1.2796
H 4.1065 0.7658 0.7235
H 4.3024 -1.9015 1.2249
H 5.2264 -2.7885 3.2944
H 5.1469 -3.0811 5.6936
H 3.5611 -3.7544 6.0667
H 3.9838 -2.1405 6.6325
H 1.7044 -1.5979 5.3754
H 0.7994 0.5991 5.2153
H -1.8668 1.1805 4.9141
H -2.5191 -0.0533 2.5737
H 2.8998 -1.4122 -3.5098
H 1.9334 -3.3814 -3.0780
H -0.4977 -4.5250 -2.6521
H -1.6027 -2.9623 -0.6661
C -4.0299 -2.1506 0.5823
O -4.3061 -0.9345 -0.1088
C -3.2484 -0.1045 -0.3029
O -2.1373 -0.3844 0.1263
N -3.6568 0.9544 -1.0094
N -2.7581 1.9290 -1.4719
H -4.9710 -2.4703 1.0195
H -3.2853 -2.0069 1.3603
H -3.6798 -2.9094 -0.1156
H -4.5393 0.8287 -1.4718
H -3.2923 2.7436 -1.7344
H -2.2149 1.5698 -2.2793
N -3.8074 7.6978 5.1373
C -3.2689 6.8767 4.5344
C -2.5985 5.8505 3.7823
C -3.2660 5.1730 2.7594
C -2.6184 4.1913 2.0353
C -1.2823 3.8512 2.3040
C -0.6270 4.5380 3.3388
C -1.2711 5.5214 4.0644
C -0.6370 2.8190 1.5681
C -0.1415 1.8832 0.9542
H -4.2966 5.4261 2.5437
H -3.1312 3.6567 1.2463
H 0.3995 4.2791 3.5619
H -0.7542 6.0424 4.8603
F -1.7224 -0.5515 -2.8744
C -1.0951 0.7157 -2.9609
F -0.0356 0.6055 -1.9784
C -0.3615 0.6214 -4.2729
F 0.4152 1.7072 -4.4674
F 0.4594 -0.4591 -4.4375
F -1.2548 0.5493 -5.2836
*
```

The gap between HOMO and LUMO is 6.813 eV. The max |F| is 2.1 eV/A. Its highest occupied orbital energy is -4.27 eV. Its LUMO energy is 2.546 eV. As for the energy relative to the best compared isomer or geometry (same formula, charge and spin): 6.9 kcal per mole.


# 2
Computed, not measured: a structure of composition C33H28GeInN7O2S2, with wB97M-V/def2-TZVPD.

```
! RIJCOSX wB97M-V def2-TZVPD def2/J DEFGRID3
* xyz -2 1
In 0.3562 -0.0941 -0.0328
O -2.4099 -2.7678 -2.7321
C -3.1885 -1.8335 -3.2948
C -3.9831 -2.2092 -4.3821
C -4.8162 -1.2927 -4.9938
C -4.8744 0.0205 -4.5349
C -4.0859 0.3958 -3.4605
C -3.2369 -0.5067 -2.8246
C -2.3813 -0.0783 -1.6796
O -1.5910 -0.9544 -1.1599
N -2.4917 1.1597 -1.2783
N -1.5784 1.4240 -0.2857
C -1.9126 2.3896 0.5268
C -1.1638 2.7777 1.6616
C -1.7757 3.4927 2.7171
C -1.2116 3.5647 3.9566
C 0.0076 2.8591 4.1868
C 0.6334 2.2766 3.1314
N 0.1542 2.3529 1.8607
H -1.9499 -2.2983 -1.9724
H -3.9205 -3.2350 -4.7238
H -5.4246 -1.6030 -5.8364
H -5.5240 0.7422 -5.0150
H -4.0998 1.4097 -3.0825
H -2.8756 2.8796 0.3827
H -2.7507 3.9244 2.5218
H -1.7093 4.0910 4.7607
H 0.4364 2.7626 5.1736
H 1.5611 1.7317 3.2385
C 1.2942 1.6337 -4.0824
C 0.9567 1.4329 -2.7750
N 0.9791 0.2176 -2.1652
C 1.2622 -0.8795 -2.9488
C 1.6371 -0.7498 -4.3059
C 1.6793 0.5292 -4.8810
C 1.9437 -1.9419 -5.0427
C 1.8611 -3.1791 -4.4889
C 1.4555 -3.3341 -3.1371
C 1.3151 -4.5765 -2.5070
C 0.8980 -4.6434 -1.2004
C 0.6240 -3.4402 -0.5246
N 0.7504 -2.2664 -1.0831
C 1.1587 -2.1718 -2.3783
H 1.2496 2.6352 -4.4905
H 0.6406 2.2628 -2.1555
H 1.9552 0.6490 -5.9212
H 2.2406 -1.8264 -6.0800
H 2.0919 -4.0649 -5.0713
H 1.5339 -5.4781 -3.0703
H 0.7759 -5.5868 -0.6865
H 0.2896 -3.4422 0.5082
S 2.8295 -1.0193 0.9043
C 2.2642 -1.8434 2.3153
C 3.2870 -2.5226 3.0668
N 4.1302 -3.0394 3.6585
C 0.9832 -1.9075 2.7910
S -0.4645 -1.1919 2.1069
C 0.7341 -2.6511 3.9903
N 0.5188 -3.2613 4.9451
C 3.9752 2.1623 2.3453
Ge 2.8256 2.6471 0.8248
C 2.7076 4.6239 0.9305
C 3.7497 2.1914 -0.8421
C 0.9846 1.9821 0.7138
H 4.9969 2.4589 2.0935
H 3.9616 1.0888 2.5258
H 3.6836 2.6961 3.2523
H 3.7033 5.0709 0.9931
H 2.1410 4.9178 1.8172
H 2.1991 5.0269 0.0524
H 4.7560 2.6172 -0.8385
H 3.2109 2.5746 -1.7101
H 3.8302 1.1105 -0.9457
H 0.5892 2.5933 -0.1040
*
```

The gap between HOMO and LUMO (spin up / spin down) is 5.281 / 4.662 eV. The max |F| is 0.2 eV/A. Its highest occupied orbital energy (spin up / spin down) is -0.80 / -0.20 eV. Its LUMO energy (spin up / spin down) is 4.476 / 4.462 eV.


# 3
Computed, not measured: a structure of composition C33H28N5O6STeW, with wB97M-V/def2-TZVPD.

```
! RIJCOSX wB97M-V def2-TZVPD def2/J DEFGRID3
* xyz 1 1
W -0.3406 -0.1988 -1.6602
C 1.8020 1.7720 3.4127
C 2.5613 0.5022 3.6831
C 3.7461 0.5208 4.4129
C 4.4358 -0.6499 4.7041
C 3.9515 -1.8723 4.2699
C 2.7809 -1.9160 3.5277
C 2.1046 -0.7412 3.2376
N 0.9104 -0.8294 2.4425
C 0.9077 -0.6600 1.1090
N 2.0579 -0.2312 0.5612
C 2.5506 -0.5956 -0.7114
C 1.7208 -0.7917 -1.8234
C 2.3577 -1.2179 -3.0029
C 3.7192 -1.4173 -3.0680
C 4.5156 -1.1513 -1.9635
C 3.9509 -0.7366 -0.7745
C 4.8184 -0.4665 0.4268
N -0.1645 -0.9001 0.3590
C -1.3001 -1.4295 1.0862
C -1.5356 -2.7971 0.9956
C -2.5309 -3.3857 1.7539
C -3.2800 -2.5993 2.6216
C -3.0392 -1.2399 2.7052
C -2.0563 -0.6140 1.9356
C -1.8359 0.8697 2.0752
H 2.3545 2.6302 3.7894
H 0.8260 1.7598 3.9007
H 1.6274 1.9326 2.3456
H 4.1266 1.4700 4.7685
H 5.3516 -0.6069 5.2785
H 4.4823 -2.7851 4.5043
H 2.3861 -2.8560 3.1623
H 0.0451 -1.1153 2.8753
H 2.7785 -0.0423 1.2432
H 1.7880 -1.4084 -3.8974
H 4.1605 -1.7596 -3.9943
H 5.5891 -1.2794 -2.0221
H 5.8623 -0.6460 0.1814
H 4.5653 -1.1143 1.2720
H 4.7413 0.5717 0.7651
H -0.9158 -3.3897 0.3342
H -2.7049 -4.4512 1.6861
H -4.0495 -3.0474 3.2365
H -3.6249 -0.6331 3.3854
H -2.3421 1.4170 1.2814
H -0.7874 1.1552 2.0208
H -2.2385 1.2195 3.0252
Te -2.4320 -1.7871 -2.3367
C -3.7700 -0.9240 -1.0014
C -4.7347 -1.4047 -0.1753
C -5.4425 -0.3660 0.4910
C -4.9971 0.8749 0.1559
S -3.7362 0.7954 -1.0006
H -4.9380 -2.4568 -0.0382
H -6.2524 -0.5425 1.1837
H -5.3594 1.8239 0.5194
O -1.0895 3.5733 -0.3719
C -0.9730 2.6438 -1.1028
O -0.4683 1.4357 -0.6552
C -1.3268 2.5305 -2.5372
C -1.0584 1.2494 -3.0179
C -1.2444 1.0090 -4.3649
C -1.7469 1.9614 -5.2499
C -2.0346 3.1867 -4.7057
C -1.8225 3.5134 -3.3618
N -2.5748 4.2379 -5.6005
O -2.7312 3.9438 -6.7646
O -2.8261 5.3104 -5.0984
N -0.7864 -0.2728 -4.7617
O -0.8717 -0.6911 -5.8777
O -0.2415 -0.9561 -3.8322
H 0.5612 0.7975 -2.6555
H -1.8924 1.7615 -6.3023
H -2.0404 4.5074 -2.9959
*
```

The gap between HOMO and LUMO is 6.384 eV. The max |F| is 1.0 eV/A. Its highest occupied orbital energy is -10.78 eV. Its LUMO energy is -4.399 eV. As for the energy relative to the best compared isomer or geometry (same formula, charge and spin): 0.0 kcal per mole.


The calculation returns the following DFT total energy values, one per record and in order: -2562.33244 -4871.61871 -2732.47425 Ha.